# 1
{"formula": "CdH14O7", "method": "the ωB97M-V functional and the def2-TZVPD basis", "de_lowest_kj_mol": 40.6, "charge": 2, "lumo_energy_ev": -7.2, "elements": ["Cd", "O", "O", "O", "O", "O", "O", "O", "H", "H", "H", "H", "H", "H", "H", "H", "H", "H", "H", "H", "H", "H"], "positions_angstrom": [[10.958000, -17.607000, -32.483000], [9.327000, -19.060000, -33.560000], [10.301000, -16.400000, -34.190000], [13.134000, -16.874000, -33.148000], [9.162000, -16.400000, -31.629000], [10.129000, -19.289000, -30.733000], [12.367000, -19.550000, -32.590000], [11.927000, -17.039000, -30.525000], [8.239000, -16.224000, -31.956000], [10.630000, -15.658000, -34.755000], [9.207000, -15.882000, -30.802000], [9.115000, -19.820000, -33.029000], [9.154000, -19.334000, -30.845000], [13.230000, -15.999000, -33.544000], [12.148000, -20.373000, -32.156000], [8.468000, -18.698000, -33.889000], [13.766000, -16.732000, -32.422000], [10.274000, -19.053000, -29.878000], [13.303000, -19.446000, -32.494000], [12.241000, -16.242000, -30.061000], [12.446000, -17.695000, -30.020000], [9.400000, -16.500000, -34.426000]], "atomic_forces_ev_per_a": [[0.28, -1.14, 0.00], [-0.59, 1.43, -0.42], [1.50, 1.40, -0.96], [0.42, 0.78, 0.52], [-1.56, 0.71, 0.39], [-1.55, -0.85, -4.51], [-0.93, 0.61, -0.04], [1.17, 0.14, 1.65], [1.25, -0.25, 0.35], [-0.18, -0.84, 0.63], [0.05, -0.31, -0.37], [-0.26, -0.79, 0.12], [0.84, -0.02, 0.43], [-0.24, 0.03, -0.76], [-0.22, -0.47, 0.19], [0.88, -0.74, 0.26], [-0.12, -0.63, 0.07], [0.55, 0.97, 4.12], [1.02, 0.03, -0.20], [-0.47, 0.29, -0.48], [-0.41, -0.24, -0.46], [-1.44, -0.10, -0.54]]}

=====

# 2
{"formula": "C4H8N2", "method": "the ωB97M-V functional and the def2-TZVPD basis", "de_lowest_kj_mol": 178.2, "charge": 0, "smiles": "C[C@@H]1C=NNC1", "lumo_energy_ev": 1.0, "elements": ["N", "N", "C", "C", "C", "C", "H", "H", "H", "H", "H", "H", "H", "H"], "positions_angstrom": [[1.188351, -0.598282, -0.509229], [1.329159, 0.777179, -0.249884], [-0.689006, 0.126509, 0.515965], [-1.886419, -0.047282, -0.501940], [0.255614, -1.082742, 0.454943], [0.265682, 1.208654, 0.271493], [2.054272, -1.107978, -0.554438], [0.744189, -1.321998, 1.399571], [-1.676399, -0.507793, -1.553263], [-1.204935, 0.047174, 1.465775], [-0.191824, -2.062031, 0.144294], [-2.412817, 1.010136, -0.581929], [0.013402, 2.200789, 0.459303], [-2.623682, -0.741418, 0.091722]], "atomic_forces_ev_per_a": [[0.36, 0.56, -0.24], [1.46, 0.10, -1.18], [-1.93, -2.83, -0.24], [-1.49, 0.53, 0.33], [-0.83, -1.39, -0.19], [-0.35, -1.39, 0.14], [0.39, 0.44, 0.05], [0.05, 0.41, 0.48], [-0.11, 1.04, 2.02], [0.20, 0.86, 0.44], [-0.03, 0.97, -0.03], [0.90, -2.23, -0.19], [0.26, 1.70, 0.16], [1.13, 1.22, -1.56]]}

=====

# 3
{"formula": "C25H24NO", "method": "the ωB97M-V functional and the def2-TZVPD basis", "de_lowest_kj_mol": 0.0, "charge": 1, "lumo_energy_ev": -4.3, "elements": ["O", "N", "C", "C", "C", "C", "C", "C", "C", "C", "C", "C", "C", "C", "C", "C", "C", "C", "C", "C", "C", "C", "C", "C", "C", "C", "C", "H", "H", "H", "H", "H", "H", "H", "H", "H", "H", "H", "H", "H", "H", "H", "H", "H", "H", "H", "H", "H", "H", "H", "H"], "positions_angstrom": [[-1.721434, 5.424909, -2.460349], [0.167207, 0.470682, -0.774004], [-0.932955, -1.201826, 1.219098], [1.740376, -2.469541, 1.991788], [-0.598611, 3.317621, -3.039901], [-3.264277, -0.950371, 1.882985], [1.030483, -0.048988, -2.953744], [-0.333024, 1.647330, -1.247087], [-1.511100, 3.745997, -0.814158], [1.579789, -1.171756, 1.408490], [4.147995, -2.260787, 1.812539], [-1.494850, 5.970923, -3.783832], [-3.471821, -2.323847, 1.709233], [-1.169583, -2.579658, 0.936889], [5.524531, -2.807025, 2.033405], [-2.398401, -3.138769, 1.303330], [2.747424, -0.399822, 1.151183], [-2.022779, -0.395316, 1.638858], [0.575808, 1.154763, -3.463944], [0.809238, -0.347965, -1.592233], [-0.124222, 2.049614, -2.619507], [-1.276142, 4.178885, -2.149316], [3.004428, -3.026955, 2.103472], [0.325869, -0.534638, 1.177458], [-1.033690, 2.530764, -0.390661], [-4.828505, -2.866906, 2.043610], [3.997445, -0.924562, 1.397871], [-1.193205, 2.230285, 0.638836], [-0.418300, 6.071280, -4.006115], [-5.548736, -2.594519, 1.261586], [-1.849157, 0.665936, 1.783075], [1.565177, -0.779843, -3.554403], [-0.408745, 3.624450, -4.077097], [6.170610, -2.499191, 1.205061], [-1.957033, 6.960326, -3.726701], [-4.817232, -3.956110, 2.134500], [-4.074247, -0.316957, 2.249207], [0.311301, 0.567229, 1.416832], [-2.048814, 4.414849, -0.151106], [-2.537678, -4.225538, 1.301450], [5.990914, -2.434761, 2.957719], [4.886521, -0.303559, 1.253384], [-1.991512, 5.367759, -4.563163], [-5.201944, -2.433234, 2.981687], [3.126527, -4.066206, 2.435175], [2.625878, 0.612565, 0.751481], [-0.396313, -3.182837, 0.447774], [0.855174, -3.015042, 2.344085], [5.502998, -3.898728, 2.078667], [1.190030, -1.284440, -1.179723], [0.748603, 1.433530, -4.503692]], "atomic_forces_ev_per_a": [[0.27, -0.52, -0.25], [0.77, -1.04, -0.93], [-1.16, -0.16, -0.17], [-0.47, 0.31, -0.81], [-0.54, 1.01, 0.30], [0.31, 0.32, -0.18], [-0.20, 0.37, -0.03], [0.26, 0.38, -0.77], [0.33, -0.26, -0.30], [1.29, -0.25, -0.04], [-0.30, 0.26, 0.42], [-0.08, -0.20, 0.39], [0.36, 0.04, 0.53], [-0.08, 0.50, 0.52], [0.21, -0.19, -0.21], [0.01, 0.17, -0.28], [-0.34, -0.24, 0.23], [0.06, -0.62, 0.00], [0.16, -0.47, 0.24], [-0.30, 0.66, -0.33], [-0.23, -0.11, 0.99], [0.71, -0.64, -1.19], [0.21, 0.17, 0.03], [-0.65, 1.85, 1.12], [-0.21, 0.26, 0.18], [-0.14, -0.23, 0.04], [0.09, -0.04, -0.17], [0.01, 0.09, -0.12], [-0.39, -0.12, 0.18], [0.14, -0.08, 0.10], [-0.09, -0.17, 0.14], [-0.11, 0.25, -0.02], [-0.12, -0.13, 0.53], [0.00, -0.12, 0.14], [0.17, -0.25, -0.17], [-0.05, 0.16, -0.02], [0.17, -0.21, -0.20], [-0.07, -1.62, 0.00], [0.07, -0.11, -0.01], [0.02, 0.45, -0.39], [-0.30, -0.03, -0.20], [-0.30, -0.27, -0.04], [0.18, 0.16, 0.36], [0.14, -0.15, -0.24], [-0.10, 0.56, 0.03], [0.11, -0.36, 0.17], [-0.29, 0.15, 0.46], [0.51, 0.23, -0.25], [0.09, 0.14, 0.02], [-0.10, 0.24, -0.05], [-0.02, -0.13, 0.23]]}

=====

# 4
{"formula": "C32H40AuN7O3PS2", "method": "the ωB97M-V functional and the def2-TZVPD basis", "spin_multiplicity": 3, "de_lowest_kj_mol": 44.6, "charge": 1, "lumo_energy_ev": [-4.1, -5.0], "elements": ["Au", "S", "S", "P", "O", "O", "O", "N", "N", "N", "N", "N", "N", "N", "C", "C", "C", "C", "C", "C", "C", "C", "C", "C", "C", "C", "C", "C", "C", "C", "C", "C", "C", "C", "C", "C", "C", "C", "C", "C", "C", "C", "C", "C", "C", "C", "H", "H", "H", "H", "H", "H", "H", "H", "H", "H", "H", "H", "H", "H", "H", "H", "H", "H", "H", "H", "H", "H", "H", "H", "H", "H", "H", "H", "H", "H", "H", "H", "H", "H", "H", "H", "H", "H", "H", "H"], "positions_angstrom": [[-20.519837, 5.115751, 6.886528], [-17.707661, 6.261618, 11.240609], [-22.111555, 4.804214, 8.495187], [-18.610483, -0.069453, 5.680763], [-16.932569, 3.155575, 16.952481], [-14.773310, 3.356738, 16.611076], [-18.170105, 1.346167, 5.739308], [-20.474386, 7.108721, 7.633927], [-19.237712, -0.601714, 7.137830], [-18.970645, 5.920852, 5.885602], [-17.304018, -1.121895, 5.408309], [-19.541877, -0.308203, 4.311183], [-23.246344, 6.841843, 9.692277], [-21.372612, 7.433089, 8.558600], [-18.750486, 7.233613, 6.028260], [-17.655796, 7.793406, 5.371335], [-20.031230, 10.136164, 8.229594], [-14.881384, -1.300639, 5.772571], [-19.725602, 7.935161, 6.936228], [-16.102986, 6.000694, 13.444286], [-17.773777, 4.238244, 13.052099], [-16.291393, 4.163298, 14.916134], [-16.518153, -0.810056, 4.159337], [-19.753542, 9.404080, 7.077085], [-19.949522, -1.593509, 3.648145], [-17.146632, 5.618849, 4.488046], [-19.886822, 11.512433, 8.277510], [-18.262842, 5.134755, 5.106992], [-19.565345, 12.284619, 7.124614], [-15.897681, 3.592268, 16.212888], [-17.335132, 3.639036, 14.185438], [-16.308998, -1.403976, 6.499158], [-20.819932, -1.204263, 2.388803], [-15.556797, 5.289795, 14.459439], [-19.888931, -1.829233, 7.574642], [-20.430790, 0.737588, 3.707736], [-17.176202, 5.512181, 12.656450], [-16.816837, 6.987123, 4.595760], [-19.491297, 10.148546, 5.920700], [-19.864720, -1.785855, 9.095310], [-19.436806, 11.508822, 5.939844], [-22.237129, 6.506131, 8.900608], [-19.564919, 0.454027, 8.141782], [-19.760990, -0.304982, 9.480553], [-20.670912, 0.322004, 2.254777], [-15.186651, -0.284919, 4.648124], [-15.325092, 0.708704, 4.986971], [-20.051773, 11.953280, 9.193005], [-18.776374, 1.175770, 8.026796], [-23.977314, 6.221123, 10.021656], [-19.348661, -2.658945, 7.106323], [-21.363559, 0.768631, 4.357578], [-16.431999, -2.382045, 7.048396], [-16.407923, -0.579330, 7.205205], [-20.773215, -2.281510, 9.417867], [-14.661694, 5.472041, 15.064740], [-17.806242, 3.321739, 16.657528], [-18.728595, 4.175883, 4.953372], [-19.106936, 11.948171, 5.014974], [-20.903431, -1.927178, 7.171721], [-20.571853, -2.159945, 4.298703], [-19.067256, -2.219798, 3.411532], [-14.159781, -1.123665, 6.634427], [-15.936902, 7.349372, 4.028733], [-18.981084, -0.233891, 10.199393], [-17.874976, 2.793728, 14.577347], [-18.498759, 3.766848, 12.359774], [-16.482124, -1.810963, 3.673918], [-21.874597, -1.484712, 2.484314], [-14.701912, -2.274352, 5.289913], [-20.704203, 0.009372, 9.865737], [-23.401436, 7.841415, 9.757753], [-18.972794, -2.360650, 9.456342], [-17.270837, 8.816503, 5.512794], [-21.577066, 0.799102, 1.750586], [-19.836097, 0.521791, 1.582140], [-19.572495, 13.340235, 7.156322], [-15.797452, 7.019437, 13.222158], [-16.401703, 4.999121, 3.998974], [-20.236760, 9.612484, 9.158144], [-14.447118, -0.301705, 3.895276], [-17.095312, -0.200409, 3.484633], [-19.390990, 9.574080, 5.020756], [-20.134812, 1.780534, 3.841941], [-20.433105, -1.637849, 1.438762], [-20.534907, 0.973440, 7.934099]], "atomic_forces_ev_per_a": [[-0.59, -0.19, 1.15], [-0.01, 0.30, -0.04], [-0.51, -0.56, -0.09], [1.48, -1.31, -0.68], [1.26, -0.56, 1.38], [-1.27, 1.03, -0.84], [-0.73, 0.53, 0.36], [0.34, 0.78, -0.53], [-0.41, 1.41, 0.45], [-0.70, 0.29, -0.77], [-0.46, 0.12, 0.02], [-0.64, 0.23, -1.28], [-0.46, 1.07, 0.25], [-0.12, 1.13, -0.23], [0.24, 0.45, 0.23], [1.32, 0.74, 0.01], [0.61, -0.78, 0.67], [-1.54, -0.23, 1.65], [-0.41, -0.48, 1.36], [-0.18, 1.43, -1.00], [0.37, 1.41, -2.00], [1.36, 1.24, -0.57], [-0.99, -1.88, 0.46], [-0.13, 0.42, -0.53], [0.43, 0.46, -0.49], [1.95, 1.04, -0.55], [0.32, 0.10, -2.71], [0.06, -0.19, -0.43], [-0.97, -3.59, 0.21], [0.93, -1.87, 0.88], [-0.82, -0.41, 0.81], [0.35, 0.13, -0.67], [0.93, 0.07, -0.65], [-0.42, -1.68, 1.60], [0.48, -0.41, -1.61], [-0.94, 0.58, 1.62], [-0.62, -1.96, 0.60], [-0.74, -1.33, -0.03], [-0.38, -1.14, 0.69], [0.83, -0.98, -0.46], [0.87, 1.76, 0.34], [0.71, -1.17, -0.30], [-0.46, -0.42, -0.46], [-0.19, -0.50, -1.34], [-1.22, -0.06, 0.01], [-0.24, -1.43, 0.71], [-0.05, 1.05, 0.58], [-0.30, 1.16, 1.82], [0.24, 0.47, 0.65], [0.50, 0.01, -0.37], [0.04, -0.16, 0.41], [0.31, -0.44, -1.19], [-0.14, 0.93, -0.80], [0.27, -0.16, 0.38], [0.01, -0.02, 0.55], [-0.37, 0.69, -0.51], [-1.12, 0.61, -0.84], [0.76, -0.61, 0.03], [-0.34, 0.55, -0.23], [-0.21, 0.31, 0.18], [-0.49, -0.62, 0.72], [-0.39, 0.50, 0.01], [-0.43, 0.13, -1.64], [-0.69, 0.00, 0.76], [0.60, 0.65, 0.54], [0.05, -0.43, -0.10], [0.35, 0.48, 0.74], [0.73, 0.64, -0.12], [0.32, -0.07, 0.24], [0.28, 0.30, 0.33], [-0.46, 0.36, 0.76], [-0.10, -0.25, 0.33], [-0.84, 0.48, -0.17], [-0.96, -0.44, 0.09], [1.06, -0.53, 0.97], [0.26, 0.29, 0.41], [0.34, 0.87, -0.11], [0.44, -0.26, -0.17], [-0.62, -0.28, -0.27], [-0.09, 0.06, -0.17], [0.89, 0.03, -0.93], [-0.05, 0.59, -0.03], [0.18, 0.32, -0.56], [1.00, -0.28, -0.15], [-0.30, -0.17, 0.84], [0.58, -0.35, -0.20]]}